Record 1
C3H6N4S | ωB97M-V/def2-TZVPD

Structure (XYZ):
```
14
Properties=species:S:1:pos:R:3:forces:R:3:lowdin_charge:R:1
N -1.638 -0.790 -2.080 1.1 -1.5 -0.5 -0.038
N -0.641 -1.439 -1.200 1.2 0.8 -1.0 -0.113
C -0.029 -0.571 -0.244 -0.1 -0.9 0.1 -0.646
N 0.815 -1.130 0.591 0.1 2.1 -1.6 -0.007
N 1.854 -0.213 0.955 0.0 1.3 1.9 -0.036
C 1.560 0.903 1.558 -1.3 -2.0 -1.3 -0.214
C 0.035 1.319 1.629 3.1 1.7 -1.9 -0.411
S -0.513 1.183 -0.159 0.3 -1.8 1.2 0.895
H -1.257 -0.611 -3.061 -0.3 -0.4 1.8 0.099
H -2.308 -1.565 -2.173 0.0 0.8 -0.2 0.072
H 0.092 -2.071 -1.692 -1.8 1.6 1.3 0.161
H 2.341 1.681 1.796 -0.7 -1.3 -0.3 0.113
H -0.580 0.901 2.413 -0.2 -0.1 -0.2 0.072
H 0.268 2.402 1.668 -1.4 -0.3 0.7 0.053
```
Positions in Å, forces in eV/Å.

For the calculated total energy, the calculation gives -20000.3733 eV. For the gap between HOMO and LUMO, the calculation gives 0.336 hartree. Its energy above the lowest of the compared OMol25 structures with the same formula, charge and spin is 91.4 kcal/mol. Its spin multiplicity is 1. As for the LUMO energy: 0.688 eV. Its HOMO energy is -0.31041 Eh.

***

Record 2
C3H6N5S | ωB97M-V/def2-TZVPD

Structure (XYZ):
```
15
Properties=species:S:1:pos:R:3:forces:R:3:lowdin_charge:R:1
C 1.947 -1.781 1.440 -1.8 1.7 0.2 -0.335
C -0.067 -0.567 1.394 -1.8 -0.6 0.5 -0.232
C 0.457 0.320 -0.822 1.0 -0.2 1.7 -0.047
N 1.179 -0.760 1.654 1.6 0.8 0.5 0.016
N 1.564 -2.803 0.729 -1.6 -4.3 -2.6 -0.143
N 0.471 -2.719 0.003 1.5 1.6 1.5 -0.662
N -1.914 0.315 0.130 0.7 -3.1 -0.2 0.046
N -0.517 0.102 0.360 2.5 1.1 -2.1 -0.237
S -0.201 -4.035 -0.622 -0.2 -0.9 -0.4 0.257
H 2.846 -2.042 1.922 1.3 0.9 0.8 0.072
H 0.121 1.130 -1.445 -0.3 0.0 -0.4 0.045
H 1.479 0.593 -0.421 -1.3 0.4 0.3 0.071
H 0.832 -0.593 -1.335 -1.6 0.1 0.0 0.063
H -2.324 -0.295 0.847 0.0 -0.4 -0.5 0.066
H -2.202 1.175 0.462 0.0 2.7 0.7 0.021
```
Positions in Å, forces in eV/Å.

Its total charge is -1. For the calculated total energy, the calculation gives -21490.2533 eV. For the gap between HOMO and LUMO, the calculation gives 0.245 hartree. Its energy above the lowest of the compared OMol25 structures with the same formula, charge and spin is 75.8 kcal/mol. Its spin multiplicity is 1. As for the LUMO energy: 3.838 eV. Its HOMO energy is -0.10384 Eh.

***

Record 3
C3H6NO | ωB97M-V/def2-TZVPD

Structure (XYZ):
```
11
Properties=species:S:1:pos:R:3:forces:R:3:lowdin_charge:R:1
C 0.020 -0.602 -1.778 -3.9 1.1 -0.4 0.248
C -0.153 -1.299 0.345 1.2 -1.9 3.7 -0.162
C 0.137 1.120 1.217 -0.1 3.0 -2.2 -0.069
N 0.090 -0.135 0.569 0.0 1.4 2.1 0.052
O -0.396 -1.502 -0.971 0.6 0.2 -4.7 0.074
H -0.871 -0.504 -2.486 2.2 -0.3 -0.6 0.176
H 0.703 0.302 -1.594 -0.3 -2.1 0.1 0.176
H -0.248 -2.360 0.787 0.1 2.0 0.3 0.194
H -0.052 1.480 2.214 -1.4 -1.6 1.0 0.093
H -0.316 1.878 0.463 0.0 -1.2 1.4 0.126
H 1.087 1.623 1.233 1.6 -0.8 -0.8 0.092
```
Positions in Å, forces in eV/Å.

Its total charge is +1. For the calculated total energy, the calculation gives -6733.1904 eV. For the gap between HOMO and LUMO, the calculation gives 0.280 hartree. Its energy above the lowest of the compared OMol25 structures with the same formula, charge and spin is 110.4 kcal/mol. Its spin multiplicity is 1. As for the LUMO energy: -7.240 eV. Its HOMO energy is -0.54632 Eh.